A structure of composition C4H7N2O in a non-equilibrium geometry. Source: the OMol25 dataset; level of theory: ωB97M-V/def2-TZVPD.

Positions of all 14 atoms, in Å:
H1 0.7934 -1.7264 1.4244
O1 2.6213 0.3053 0.2169
H2 -0.6367 1.7456 0.2410
C1 -0.6741 -0.7608 0.2589
N1 2.2388 1.3641 0.0477
C2 1.6751 -1.1042 -0.4636
C3 0.6205 -1.1014 0.4422
H3 -2.6011 -0.6767 -0.1814
H4 -2.3513 1.6813 0.8431
H5 -1.9113 1.7386 -0.8910
N2 -1.7158 -0.0832 0.0012
H6 2.1357 -2.0238 -0.5981
C4 -1.6793 1.3340 0.1043
H7 1.4849 -0.6924 -1.4457

Summary:
Maximum force: 0.090 hartree/bohr
Total charge: +1
Energy above the lowest of the compared OMol25 structures with the same formula, charge and spin: 172.9 kcal per mole